Entry 1:
Entry from OMol25: C37H58I2O15S6 as an isolated structure in a non-equilibrium geometry (ωB97M-V with the def2-TZVPD basis set).

Last column: Löwdin charge in e.
Element x y z (Å)
1 C -0.25 5.70 6.21  -0.15
2 C 0.00 5.23 4.62  -0.18
3 C -1.06 3.96 4.39  -0.20
4 O -1.53 3.86 2.98  -0.17
5 C -3.00 4.03 2.91  -0.06
6 C -3.89 2.83 3.67  0.09
7 C -5.52 2.98 3.67  -0.02
8 C -6.31 4.24 2.96  -0.02
9 C -5.39 5.36 2.18  0.06
10 C -3.75 5.30 2.13  -0.12
11 C -2.76 6.37 1.38  -0.72
12 I -2.54 5.95 -0.80  0.73
13 C -3.12 7.95 1.63  -0.80
14 C -3.34 8.29 3.25  -0.16
15 I -4.72 8.74 0.35  0.71
16 C -7.95 4.26 3.09  -0.16
17 O -8.67 5.05 2.26  -0.06
18 C -8.70 3.27 4.21  -0.10
19 C -10.26 3.41 4.69  -0.23
20 S -10.88 5.17 4.87  0.79
21 O -12.28 5.07 5.59  -0.46
22 O -10.01 6.09 5.76  -0.41
23 C -7.92 2.11 4.82  0.06
24 C -6.36 1.76 4.45  -0.20
25 O -5.78 0.59 4.78  -0.04
26 H 0.27 6.72 6.41  0.07
27 H 0.16 4.88 6.97  0.09
28 H -1.41 5.85 6.45  0.08
29 H -0.25 6.07 3.86  0.10
30 H 1.09 4.81 4.56  0.11
31 H -0.57 2.92 4.70  0.15
32 H -1.93 4.13 5.17  0.11
33 H -3.34 1.93 4.18  0.12
34 H -5.97 6.25 1.66  0.07
35 H -1.67 6.20 1.84  0.09
36 H -2.14 8.56 1.33  0.10
37 H -2.29 8.23 3.78  0.08
38 H -3.74 9.41 3.30  0.08
39 H -4.11 7.57 3.77  0.08
40 H -10.95 2.80 3.95  0.14
41 H -10.36 2.90 5.76  0.14
42 H -11.17 5.73 3.59  0.10
43 H -8.45 1.41 5.61  0.14
44 C 0.51 3.37 -2.21  -0.23
45 C 1.90 3.40 -2.82  -0.22
46 C 2.90 3.70 -1.70  -0.23
47 S 2.15 3.08 -0.20  0.66
48 O 1.86 4.20 0.67  -0.33
49 O 2.89 1.92 0.25  -0.34
50 C 0.63 2.53 -0.94  -0.22
51 H -0.23 2.96 -2.90  0.12
52 H 0.20 4.39 -1.95  0.08
53 H 2.13 2.42 -3.26  0.09
54 H 1.98 4.14 -3.63  0.12
55 H 3.85 3.20 -1.86  0.10
56 H 3.05 4.78 -1.58  0.11
57 H -0.20 2.68 -0.25  0.11
58 H 0.74 1.47 -1.18  0.10
59 C 4.25 -1.50 -3.10  -0.22
60 C 4.00 -1.56 -4.61  -0.21
61 C 2.50 -1.76 -4.82  -0.22
62 S 1.70 -1.02 -3.40  0.67
63 O 1.05 -2.07 -2.64  -0.32
64 O 1.01 0.18 -3.81  -0.33
65 C 3.20 -0.56 -2.54  -0.22
66 H 5.26 -1.15 -2.87  0.08
67 H 4.13 -2.50 -2.67  0.13
68 H 4.32 -0.62 -5.07  0.12
69 H 4.57 -2.37 -5.08  0.12
70 H 2.15 -1.26 -5.73  0.11
71 H 2.23 -2.82 -4.84  0.11
72 H 3.06 -0.66 -1.47  0.12
73 H 3.42 0.48 -2.80  0.10
74 C 10.26 -0.63 -3.00  -0.23
75 C 10.62 -1.65 -1.92  -0.22
76 C 9.38 -1.85 -1.06  -0.22
77 S 7.97 -1.52 -2.11  0.66
78 O 7.30 -0.34 -1.61  -0.32
79 O 7.27 -2.75 -2.38  -0.33
80 C 8.91 -1.06 -3.55  -0.24
81 H 11.02 -0.58 -3.79  0.12
82 H 10.18 0.37 -2.55  0.12
83 H 10.90 -2.60 -2.40  0.12
84 H 11.47 -1.32 -1.32  0.12
85 H 9.31 -2.88 -0.68  0.11
86 H 9.35 -1.15 -0.22  0.11
87 H 8.40 -0.27 -4.10  0.11
88 H 9.01 -1.95 -4.18  0.11
89 C -1.98 -3.78 -1.68  -0.23
90 C -2.60 -4.09 -0.32  -0.22
91 C -3.25 -5.47 -0.42  -0.23
92 S -2.32 -6.37 -1.65  0.69
93 O -3.19 -6.63 -2.78  -0.32
94 O -1.56 -7.42 -1.00  -0.37
95 C -1.22 -5.04 -2.08  -0.23
96 H -1.32 -2.91 -1.64  0.10
97 H -2.77 -3.57 -2.41  0.12
98 H -1.82 -4.10 0.44  0.12
99 H -3.34 -3.33 -0.03  0.11
100 H -3.20 -6.00 0.54  0.10
101 H -4.29 -5.40 -0.75  0.10
102 H -0.99 -5.08 -3.15  0.11
103 H -0.31 -5.15 -1.49  0.11
104 C 2.75 -10.12 -1.45  -0.23
105 C 2.50 -10.18 -2.95  -0.23
106 C 1.00 -10.37 -3.16  -0.23
107 S 0.20 -9.64 -1.74  0.70
108 O -0.45 -10.69 -0.99  -0.31
109 O -0.49 -8.44 -2.16  -0.37
110 C 1.70 -9.18 -0.89  -0.23
111 H 3.76 -9.77 -1.22  0.11
112 H 2.63 -11.12 -1.01  0.12
113 H 2.82 -9.24 -3.41  0.12
114 H 3.07 -10.99 -3.43  0.11
115 H 0.65 -9.88 -4.07  0.10
116 H 0.73 -11.43 -3.19  0.10
117 H 1.56 -9.28 0.19  0.11
118 H 1.92 -8.14 -1.15  0.11

Frontier orbital gap   5.9 eV
Lowest unoccupied orbital energy   -0.0856 hartree
E_tot   -5557.00500 Ha

=====

Entry 2:
Entry from OMol25: C37H58N6NiPSi as an isolated structure (ωB97M-V with the def2-TZVPD basis set).

Last column: Löwdin spin population.
Element x y z (Å)
1 Ni 0.13 0.03 0.37  1.64
2 C 5.32 0.61 2.19  0.00
3 N 4.40 0.33 1.09  0.00
4 C 4.94 0.29 -0.26  0.00
5 C 3.06 0.21 1.27  0.00
6 N 2.19 0.18 0.32  0.02
7 N 2.69 0.11 2.61  0.00
8 C 1.41 0.14 3.15  0.00
9 N 1.41 0.20 4.51  0.00
10 N 0.36 0.15 2.42  0.04
11 H 6.26 0.96 1.78  0.00
12 H 5.54 -0.29 2.79  0.00
13 H 4.94 1.40 2.84  0.00
14 H 6.01 0.17 -0.21  0.00
15 H 4.71 1.20 -0.82  0.00
16 H 4.54 -0.57 -0.81  0.00
17 H 2.64 0.32 -0.58  0.00
18 H 3.43 -0.03 3.26  0.00
19 H 2.25 0.07 5.04  0.00
20 H 0.55 0.02 4.99  0.00
21 H -0.50 0.23 2.95  0.00
22 C -1.91 0.04 0.42  0.06
23 Si -2.63 1.61 -0.23  0.02
24 C -1.27 2.91 0.11  0.00
25 N 0.08 2.31 -0.02  0.06
26 C 0.42 2.04 -1.43  0.02
27 C 1.62 2.82 -1.96  0.00
28 C 1.44 4.30 -1.62  0.00
29 C 1.33 4.50 -0.09  0.00
30 C 1.10 3.17 0.63  0.00
31 C -3.04 1.51 -2.07  0.00
32 C -2.82 2.55 -2.97  0.00
33 C -3.16 2.43 -4.31  0.00
34 C -3.74 1.26 -4.78  0.00
35 C -3.99 0.22 -3.90  0.00
36 C -3.64 0.35 -2.56  0.00
37 C -4.17 2.25 0.66  0.00
38 C -5.35 2.55 -0.01  0.00
39 C -6.47 3.01 0.68  0.00
40 C -6.42 3.17 2.06  0.00
41 C -5.25 2.86 2.75  0.00
42 C -4.14 2.41 2.05  0.00
43 H -2.45 -0.81 -0.01  0.01
44 H -2.17 0.00 1.49  0.00
45 H -1.41 3.21 1.15  0.00
46 H -1.35 3.83 -0.48  0.00
47 H -0.45 2.25 -2.06  0.00
48 H 0.59 0.96 -1.58  0.01
49 H 1.69 2.66 -3.03  0.00
50 H 2.55 2.44 -1.52  0.00
51 H 0.53 4.65 -2.11  0.00
52 H 2.26 4.89 -2.02  0.00
53 H 0.52 5.19 0.14  0.00
54 H 2.24 4.95 0.31  0.00
55 H 0.77 3.34 1.66  0.00
56 H 2.03 2.61 0.68  0.00
57 H -2.38 3.48 -2.62  0.00
58 H -2.98 3.26 -4.99  0.00
59 H -4.01 1.17 -5.83  0.00
60 H -4.46 -0.69 -4.25  0.00
61 H -3.85 -0.48 -1.89  0.00
62 H -5.41 2.44 -1.09  0.00
63 H -7.38 3.24 0.15  0.00
64 H -7.29 3.52 2.60  0.00
65 H -5.20 2.98 3.82  0.00
66 H -3.23 2.17 2.60  0.00
67 C 1.80 -5.02 -0.31  0.00
68 C 1.77 -3.50 -0.13  0.01
69 C 2.74 -2.86 -1.12  0.00
70 C 2.23 -3.19 1.31  0.00
71 P 0.11 -2.62 -0.26  0.05
72 C -0.93 -3.58 0.88  0.00
73 C -1.39 -4.88 0.61  0.00
74 C -2.17 -5.56 1.54  0.00
75 C -2.50 -4.96 2.75  0.00
76 C -2.05 -3.68 3.03  0.00
77 C -1.27 -3.00 2.10  0.00
78 C -0.64 -2.83 -1.99  0.01
79 C -0.34 -1.53 -2.74  0.00
80 C -0.13 -4.01 -2.83  0.00
81 C -2.17 -2.99 -1.89  0.00
82 H 2.82 -5.37 -0.07  0.00
83 H 1.58 -5.33 -1.32  0.00
84 H 1.12 -5.52 0.38  0.00
85 H 3.77 -3.17 -0.88  0.00
86 H 2.70 -1.77 -1.09  0.00
87 H 2.55 -3.17 -2.15  0.00
88 H 3.29 -3.44 1.41  0.00
89 H 1.67 -3.77 2.03  0.00
90 H 2.11 -2.13 1.55  0.00
91 H -1.15 -5.36 -0.33  0.00
92 H -2.52 -6.56 1.31  0.00
93 H -3.11 -5.49 3.47  0.00
94 H -2.31 -3.21 3.96  0.00
95 H -0.94 -1.99 2.30  0.00
96 H 0.74 -1.34 -2.81  0.00
97 H -0.82 -0.68 -2.25  0.00
98 H -0.74 -1.59 -3.75  0.00
99 H 0.94 -3.94 -3.06  0.00
100 H -0.66 -4.00 -3.79  0.00
101 H -0.32 -4.97 -2.36  0.00
102 H -2.62 -2.35 -1.14  0.00
103 H -2.45 -4.01 -1.65  0.00
104 H -2.61 -2.73 -2.86  0.00

⟨S²⟩   2.007
Net charge   +1
Frontier orbital gap (alpha / beta)   7.1 / 8.2 eV
Lowest unoccupied orbital energy (alpha / beta)   -0.0826 / -0.0829 hartree
Spin multiplicity   3
E_tot   -3912.24734 Ha

=====

Entry 3:
Entry from OMol25: C37H59N7O8PSV as an isolated structure (ωB97M-V with the def2-TZVPD basis set).

Last column: Löwdin spin population.
Element x y z (Å)
1 V 0.59 -0.39 0.52  2.73
2 O 5.48 0.99 5.33  0.00
3 C 5.81 0.19 4.21  0.00
4 C 4.60 0.06 3.33  0.02
5 C 4.64 -0.78 2.22  0.00
6 C 3.52 -0.88 1.42  0.02
7 N 2.39 -0.20 1.67  0.01
8 C 2.35 0.62 2.73  0.02
9 C 3.44 0.77 3.58  0.00
10 C 1.08 1.36 2.92  0.02
11 C 0.92 2.31 3.92  0.00
12 C -0.29 3.00 4.02  0.02
13 C -0.48 4.01 5.12  0.00
14 O -0.26 3.45 6.40  0.00
15 C -1.28 2.71 3.10  0.00
16 C -1.05 1.74 2.14  0.02
17 N 0.09 1.07 2.06  0.01
18 H 6.26 1.08 5.89  0.00
19 H 6.13 -0.82 4.52  0.00
20 H 6.62 0.63 3.63  0.00
21 H 5.52 -1.35 1.97  0.00
22 H 3.49 -1.52 0.54  0.00
23 H 3.41 1.42 4.44  0.00
24 H 1.71 2.53 4.62  0.00
25 H -1.46 4.48 5.03  0.00
26 H 0.27 4.80 5.01  0.00
27 H -0.95 2.80 6.58  0.00
28 H -2.23 3.23 3.13  0.00
29 H -1.80 1.52 1.38  0.00
30 N -2.18 2.06 -1.05  0.00
31 C -2.83 0.90 -1.67  0.00
32 C -2.52 0.77 -3.17  0.00
33 C -2.50 -0.62 -3.80  0.00
34 C -3.81 -1.43 -3.78  0.00
35 N -5.02 -0.61 -3.82  0.00
36 C -5.92 -0.51 -2.84  0.00
37 N -5.68 -0.98 -1.63  0.00
38 N -7.09 0.10 -3.12  0.00
39 C -2.40 -0.36 -0.94  0.01
40 O -3.23 -1.30 -0.86  0.01
41 O -1.21 -0.44 -0.57  0.04
42 H -2.33 2.89 -1.62  0.00
43 H -1.18 1.88 -1.05  0.00
44 H -3.91 1.00 -1.52  0.00
45 H -1.52 1.19 -3.33  0.00
46 H -3.19 1.43 -3.73  0.00
47 H -1.74 -1.24 -3.30  0.00
48 H -2.16 -0.50 -4.83  0.00
49 H -3.86 -2.04 -2.88  0.00
50 H -3.84 -2.10 -4.63  0.00
51 H -5.23 -0.13 -4.68  0.00
52 H -4.69 -1.16 -1.26  0.00
53 H -6.43 -0.95 -0.96  0.00
54 H -7.42 0.17 -4.07  0.00
55 H -7.76 0.26 -2.39  0.00
56 C 3.52 5.76 -2.09  0.00
57 C 2.85 4.80 -3.03  0.00
58 C 1.62 4.24 -2.73  0.00
59 C 1.00 3.36 -3.61  0.00
60 C 1.63 3.03 -4.79  0.00
61 C 2.87 3.57 -5.11  0.00
62 C 3.47 4.45 -4.24  0.00
63 S 0.95 1.80 -5.85  0.00
64 O 1.43 2.02 -7.18  0.00
65 O -0.46 1.73 -5.56  0.00
66 N 1.59 0.37 -5.38  0.00
67 C 1.35 -0.15 -4.04  0.00
68 C 2.41 0.23 -2.99  0.00
69 C 1.81 0.01 -1.62  0.02
70 O 1.70 -1.17 -1.18  0.01
71 O 1.36 0.99 -0.96  0.01
72 H 2.94 5.90 -1.18  0.00
73 H 3.66 6.73 -2.56  0.00
74 H 4.51 5.40 -1.80  0.00
75 H 1.13 4.50 -1.80  0.00
76 H 0.04 2.92 -3.37  0.00
77 H 3.35 3.32 -6.05  0.00
78 H 4.43 4.89 -4.49  0.00
79 H 2.48 0.17 -5.82  0.00
80 H 1.28 -1.23 -4.10  0.00
81 H 0.38 0.22 -3.73  0.00
82 H 2.70 1.28 -3.09  0.00
83 H 3.29 -0.40 -3.10  0.00
84 C -2.44 -1.38 2.63  0.00
85 C -1.93 -2.75 2.18  0.00
86 C -2.31 -3.82 3.21  0.00
87 P -0.15 -2.65 1.65  0.02
88 C 0.97 -3.02 3.09  0.00
89 C 0.74 -2.01 4.22  0.00
90 C 1.07 -4.44 3.64  0.00
91 C 0.05 -4.05 0.45  0.00
92 C -0.64 -5.38 0.79  0.00
93 C -0.43 -3.60 -0.94  0.00
94 H -3.51 -1.45 2.87  0.00
95 H -2.31 -0.65 1.84  0.00
96 H -1.92 -1.03 3.52  0.00
97 H -2.43 -2.98 1.23  0.00
98 H -1.91 -3.58 4.19  0.00
99 H -1.97 -4.82 2.94  0.00
100 H -3.40 -3.86 3.30  0.00
101 H 1.95 -2.79 2.66  0.00
102 H -0.13 -2.29 4.82  0.00
103 H 0.56 -1.00 3.84  0.00
104 H 1.60 -1.97 4.88  0.00
105 H 0.11 -4.79 4.04  0.00
106 H 1.79 -4.47 4.46  0.00
107 H 1.40 -5.15 2.89  0.00
108 H 1.13 -4.21 0.41  0.00
109 H -1.72 -5.27 0.75  0.00
110 H -0.37 -5.78 1.77  0.00
111 H -0.36 -6.12 0.04  0.00
112 H -1.50 -3.37 -0.92  0.00
113 H -0.26 -4.41 -1.65  0.00
114 H 0.10 -2.72 -1.28  0.00

ΔE to the lowest compared entry with this formula, charge and spin   0.0 kcal per mole
⟨S²⟩   3.760
Net charge   +1
Frontier orbital gap (alpha / beta)   6.9 / 8.3 eV
Lowest unoccupied orbital energy (alpha / beta)   -0.0851 / -0.0905 hartree
Spin multiplicity   4
E_tot   -4114.08769 Ha

=====

> E_tot of number 1 (C37H58I2O15S6)?

-5557.00500 Ha

=====

> Number 1 is which compound?

C37H58I2O15S6